44
Properties=species:S:1:pos:R:3:mulliken_charge:R:1 method="wB97M-V/def2-TZVPD" fmax_ev_per_a=0.3 multiplicity=1 homo_lumo_gap_ha="0.24789 / 0.24787" lumo_energy_ev="-10.392 / -10.390" total_charge=+3
W 0.62519 -0.10182 0.09508 1.45
N 2.09534 2.01743 3.77787 -0.38
C 1.45494 1.63309 2.68079 0.78
S 2.32184 0.58242 1.55387 -0.33
N 0.23012 1.99656 2.45270 -1.56
N -0.20842 1.55928 1.22041 0.49
C -1.19835 2.23390 0.75198 -0.34
C -1.66151 1.90418 -0.56761 0.91
C -2.73499 2.56253 -1.14563 -0.98
C -3.11162 2.23504 -2.43690 -0.37
C -2.37354 1.27095 -3.10374 -1.04
C -1.31317 0.65985 -2.46200 0.19
N -0.93867 0.94197 -1.20098 0.15
H 3.05174 1.75600 3.95291 0.22
H 1.64964 2.66368 4.41386 0.27
H -1.60498 3.05831 1.32663 0.51
H -3.25838 3.32456 -0.58386 0.51
H -3.95019 2.72594 -2.91223 0.49
H -2.60945 0.98445 -4.11912 0.46
H -0.74736 -0.08003 -3.00464 0.34
N 2.05143 1.06530 -1.44449 -0.61
N 2.47112 0.26009 -2.53463 -0.22
C 1.79935 -0.87711 -2.75838 0.80
N 1.98891 -1.62347 -3.81810 -0.32
N 0.92244 -1.12029 -1.76264 -0.24
N -0.08890 -2.01961 -1.80055 1.08
O -0.79741 -1.83254 -0.78520 -0.54
O -0.25984 -2.82485 -2.65702 -0.60
H 1.64201 1.92374 -1.81620 0.31
H 2.87149 1.31914 -0.89538 0.43
H 3.20773 0.59186 -3.14464 0.18
H 2.63528 -1.35328 -4.54794 0.24
H 1.49532 -2.50218 -3.91665 0.21
S 1.78495 -2.31087 0.74937 -0.28
C 0.52563 -2.28865 1.86294 0.31
N 0.25639 -3.21222 2.81367 0.02
C -0.77455 -3.07581 3.67545 -0.04
C -1.57909 -1.96756 3.60623 -0.96
C -1.28260 -1.02535 2.62681 0.15
N -0.26204 -1.19053 1.78666 -0.42
H 0.85413 -4.03288 2.87473 0.31
H -0.90712 -3.87424 4.39470 0.45
H -2.40576 -1.83605 4.28764 0.46
H -1.86706 -0.12091 2.51424 0.49